{"formula": "C25H39BrFI2N4O6", "method": "ωB97M-V/def2-TZVPD", "species": ["C", "C", "N", "C", "N", "C", "C", "C", "Br", "N", "C", "N", "C", "I", "C", "C", "I", "C", "C", "C", "F", "H", "H", "H", "H", "H", "H", "H", "H", "H", "H", "H", "H", "H", "H", "H", "H", "H", "H", "H", "H", "H", "O", "C", "O", "C", "C", "C", "H", "H", "H", "H", "H", "H", "O", "C", "O", "C", "C", "C", "H", "H", "H", "H", "H", "H", "O", "C", "O", "C", "C", "C", "H", "H", "H", "H", "H", "H"], "coordinates": [[-2.948835, -0.841118, -1.210602], [-2.274230, -1.570313, -0.343121], [-0.844322, -1.679422, -0.383961], [-0.293124, -2.021491, 0.871340], [0.250685, -1.219455, 1.679172], [0.368324, 0.235924, 1.456365], [1.060065, 0.624688, 0.120704], [2.297907, 1.512129, 0.368698], [-0.230616, 1.750197, -0.867575], [-0.442972, -3.392320, 1.035563], [0.087905, -3.954509, -0.223154], [-0.734055, -5.129432, -0.453977], [1.537722, -4.396790, -0.211377], [2.886049, -3.596512, -1.667284], [2.048285, -5.244759, 0.636282], [3.477864, -5.711630, 0.612252], [0.923732, -6.121475, 2.229190], [-0.255313, -2.762783, -1.223999], [-1.023378, -3.111244, -2.502447], [-0.865834, -1.942889, -3.486275], [-0.428159, -4.193027, -3.134400], [-2.532678, 0.113502, -1.505151], [-3.866371, -1.242681, -1.621760], [-2.800467, -2.070229, 0.477847], [0.630168, -1.606303, 2.540877], [-0.595750, 0.722625, 1.568370], [0.986282, 0.622412, 2.263385], [1.308264, -0.262864, -0.451493], [2.962595, 1.428708, -0.486924], [2.798900, 1.243904, 1.296383], [1.957831, 2.543072, 0.397680], [-1.394011, -3.686806, 1.225437], [-0.371088, -5.728461, -1.182541], [-1.715355, -4.912406, -0.584289], [3.837562, -5.914228, -0.390712], [3.526580, -6.655053, 1.154189], [4.094831, -5.009228, 1.173399], [0.608683, -2.245993, -1.648320], [-2.072292, -3.330007, -2.313029], [-0.795594, -1.004796, -2.940678], [0.069283, -2.128467, -4.012523], [-1.678245, -1.940827, -4.206670], [4.178064, 4.168535, -0.904033], [3.937755, 5.026388, -0.100856], [4.896259, 5.640281, 0.629849], [4.289886, 6.541305, 1.577069], [2.917273, 6.851704, 1.008094], [2.569413, 5.557898, 0.286433], [4.234763, 6.038884, 2.545646], [4.909954, 7.428972, 1.678061], [2.192805, 7.142337, 1.764213], [2.993250, 7.665204, 0.283569], [2.084628, 4.839848, 0.950896], [1.957582, 5.730168, -0.594947], [0.058139, 6.932589, 2.471531], [-0.142005, 7.796608, 3.279196], [0.849463, 8.384576, 3.986605], [0.291360, 9.300732, 4.948459], [-1.087176, 9.648344, 4.411031], [-1.484582, 8.360189, 3.696498], [0.246788, 8.799522, 5.917436], [0.937320, 10.171202, 5.033228], [-1.784513, 9.959060, 5.186418], [-1.008372, 10.459946, 3.686033], [-1.969513, 7.651083, 4.369200], [-2.111907, 8.547741, 2.829508], [-5.908385, -7.514873, -2.378164], [-4.888696, -7.205981, -2.913631], [-4.383201, -5.939559, -2.879147], [-3.207396, -5.859025, -3.701624], [-2.695866, -7.286814, -3.810647], [-3.988814, -8.095377, -3.749582], [-3.489954, -5.442052, -4.671298], [-2.487847, -5.196954, -3.232619], [-2.103899, -7.462927, -4.706810], [-2.073671, -7.525628, -2.945109], [-4.438485, -8.223797, -4.734889], [-3.847251, -9.059773, -3.270487]], "atomic_forces_ev_per_a": [[0.037, 0.472, -0.468], [-0.020, -0.552, 0.983], [0.617, 1.282, 0.838], [-2.381, -1.394, -1.867], [0.352, 0.931, 0.831], [0.546, 0.430, -0.052], [-0.171, 0.704, 0.763], [-0.614, -0.293, -0.567], [0.242, -0.510, -0.257], [2.480, 0.044, 1.504], [-1.975, -0.286, -1.223], [0.217, -0.026, 0.161], [-0.384, 1.396, -0.720], [-0.317, -0.039, 0.181], [0.641, -1.178, 1.052], [-0.477, -0.805, 0.853], [0.407, 0.160, -0.294], [0.663, 0.451, -0.912], [-0.151, 1.235, -0.340], [-0.166, -0.495, 0.381], [0.068, -0.468, 0.473], [0.345, -0.471, -1.200], [-0.759, 0.835, 0.807], [0.064, -1.020, -0.629], [-0.160, -0.078, -0.099], [-0.215, -0.287, -0.105], [-0.006, -0.202, 0.145], [-0.175, 0.075, -0.241], [0.216, 0.075, 0.118], [0.191, -0.053, -0.076], [0.267, 0.100, 0.295], [0.041, -0.049, 0.189], [-0.147, 0.103, -0.046], [0.073, -0.082, -0.267], [0.112, 0.333, -0.061], [0.149, -0.002, 0.016], [0.198, 0.104, -0.308], [0.405, -0.565, 0.432], [-0.022, -0.282, 0.013], [-0.143, 0.159, -0.222], [0.062, 0.170, -0.032], [-0.035, 0.201, -0.060], [0.131, 0.024, 0.086], [-0.202, -0.268, -0.016], [-0.047, -0.067, -0.097], [-0.075, 0.188, 0.094], [-0.159, 0.172, 0.085], [0.224, 0.500, 0.000], [0.000, -0.033, -0.025], [0.164, -0.129, -0.071], [0.078, -0.082, -0.015], [0.044, -0.022, 0.002], [-0.056, -0.008, -0.047], [-0.049, -0.289, -0.007], [0.149, 0.075, 0.081], [-0.310, -0.312, 0.017], [-0.034, -0.045, -0.121], [-0.064, 0.226, 0.178], [-0.187, 0.020, -0.005], [0.177, 0.542, 0.041], [0.001, -0.039, -0.030], [0.152, -0.128, -0.078], [0.060, -0.030, 0.040], [0.017, 0.001, 0.030], [-0.024, -0.062, -0.088], [-0.047, -0.281, -0.011], [0.100, 0.271, 0.151], [-0.349, -0.388, -0.223], [0.070, 0.016, 0.115], [0.025, -0.048, -0.127], [0.074, -0.155, -0.130], [0.515, 0.279, 0.191], [-0.005, -0.031, -0.005], [-0.099, 0.037, 0.059], [-0.022, 0.066, -0.006], [0.004, 0.019, -0.013], [-0.066, -0.072, 0.044], [-0.266, -0.069, -0.088]], "lowdin_charge": [0.0600, -0.1597, 0.0031, -0.2747, 0.2162, -0.1575, -0.6510, -0.1273, 0.7571, 0.1068, -0.5137, 0.0895, -0.6354, 1.0473, -0.7725, -0.2232, 0.9244, -0.2083, -0.3471, 0.0026, -0.0247, 0.0295, 0.0894, 0.1253, 0.1962, 0.1054, 0.1241, 0.0734, 0.0879, 0.0846, 0.0327, 0.1411, 0.1007, 0.0955, 0.0347, 0.0437, 0.0915, 0.0415, 0.1233, 0.0656, 0.0964, 0.0927, 0.1046, -0.4879, 0.0306, -0.1454, -0.1524, -0.0771, 0.1274, 0.1260, 0.0819, 0.1257, 0.1171, 0.1292, 0.1045, -0.4807, 0.0254, -0.1478, -0.1524, -0.0716, 0.1282, 0.1269, 0.1187, 0.1208, 0.1327, 0.1271, 0.1371, -0.4813, 0.0143, -0.1600, -0.1503, -0.0681, 0.1339, 0.0789, 0.1196, 0.1134, 0.1352, 0.1283], "energy_ev": -133755.3809, "homo_lumo_gap_ev": 7.828, "lumo_energy_ev": -3.72, "e_homo_ev": -11.55, "total_charge": 1, "spin_multiplicity": 1}